Entry 1:
Below is a 2-piece molecular cluster, C17H19NO overall in a non-equilibrium geometry, with properties calculated with ωB97M-V/def2-TZVPD.

E (eV): -21471.544
SMILES: Cc1c[nH]c2ccccc12.CCc1ccc(O)cc1
Energy relative to the best compared isomer or geometry (same formula, charge and spin) (kJ/mol): 452.7
Strongest force on any atom (eV Å⁻¹): 5.4

Cartesian coordinates (Å):
C -2.821 0.861 -0.412
C -2.537 -0.600 -0.235
C -2.689 -1.221 0.911
N -2.700 -2.575 0.800
C -2.395 -2.871 -0.526
C -2.549 -4.069 -1.270
C -2.362 -3.950 -2.654
C -1.977 -2.751 -3.224
C -2.011 -1.588 -2.580
C -2.411 -1.646 -1.198
H -2.738 1.498 0.543
H -3.876 1.161 -0.438
H -2.101 1.302 -1.103
H -2.984 -0.903 1.880
H -2.283 -3.307 1.412
H -2.892 -5.111 -0.932
H -2.372 -4.768 -3.371
H -1.769 -2.806 -4.247
H -1.801 -0.499 -3.093
C 4.694 -0.466 0.770
C 4.728 0.930 1.034
C 3.482 1.747 1.118
C 2.348 1.268 0.415
C 1.170 2.047 0.430
C 1.153 3.195 1.146
O -0.019 3.967 1.250
C 2.201 3.779 1.833
C 3.369 2.958 1.773
H 3.735 -0.798 0.946
H 5.336 -0.885 1.600
H 5.297 -0.588 -0.082
H 5.101 1.055 2.047
H 5.526 1.348 0.308
H 2.261 0.367 -0.195
H 0.427 1.868 -0.289
H -0.760 3.630 0.652
H 2.250 4.703 2.515
H 4.339 3.291 2.267


Entry 2:
Below is a 2-piece molecular cluster, C17H19NO overall in a non-equilibrium geometry, with properties calculated with ωB97M-V/def2-TZVPD.

E (eV): -21471.300
SMILES: Cc1c[nH]c2ccccc12.CCc1ccc(O)cc1
Energy relative to the best compared isomer or geometry (same formula, charge and spin) (kJ/mol): 476.2
Strongest force on any atom (eV Å⁻¹): 7.4

Cartesian coordinates (Å):
C -3.627 -1.805 -1.999
C -3.103 -0.516 -1.531
C -3.222 -0.161 -0.231
N -2.577 1.122 -0.028
C -1.783 1.359 -1.171
C -1.015 2.560 -1.483
C -0.341 2.703 -2.603
C -0.619 1.714 -3.591
C -1.506 0.634 -3.335
C -2.124 0.390 -2.114
H -3.216 -2.720 -1.572
H -3.508 -1.990 -3.003
H -4.752 -1.853 -1.826
H -3.815 -0.669 0.609
H -3.097 1.812 0.441
H -0.974 3.288 -0.674
H 0.141 3.585 -2.927
H -0.305 1.831 -4.627
H -1.702 -0.025 -4.148
C 1.793 -3.938 1.242
C 0.845 -2.753 1.353
C 1.337 -1.351 1.787
C 1.891 -0.552 0.766
C 2.800 0.447 0.957
C 3.091 0.706 2.280
O 3.472 1.961 2.595
C 2.500 0.062 3.404
C 1.748 -1.128 3.042
H 2.606 -3.736 1.951
H 2.298 -4.019 0.283
H 1.484 -4.812 1.491
H 0.372 -2.804 0.374
H 0.093 -2.948 2.211
H 1.621 -0.946 -0.225
H 3.015 1.161 0.232
H 3.919 2.413 1.897
H 2.509 0.605 4.331
H 1.587 -1.946 3.986


Entry 3:
Below is an isolated molecule of C17H19NOS, with properties calculated with ωB97M-V/def2-TZVPD.

E (eV): -32311.277
SMILES: Cc1ccc(CSCCNC(=O)c2ccccc2)cc1
Energy relative to the best compared isomer or geometry (same formula, charge and spin) (kJ/mol): 0.0
Strongest force on any atom (eV Å⁻¹): 0.7

Cartesian coordinates (Å):
C 2.299 2.999 0.767
C 0.979 2.496 0.270
C 0.892 1.679 -0.850
C -0.333 1.239 -1.314
C -1.510 1.621 -0.679
C -2.828 1.142 -1.183
S -3.088 -0.646 -0.838
C -3.102 -0.637 0.992
C -2.043 -1.567 1.571
N -0.704 -1.189 1.198
C 0.087 -2.009 0.458
O -0.249 -3.125 0.120
C 1.428 -1.443 0.129
C 1.973 -1.711 -1.122
C 3.233 -1.243 -1.447
C 3.969 -0.530 -0.515
C 3.441 -0.282 0.741
C 2.170 -0.726 1.061
C -1.426 2.432 0.448
C -0.197 2.859 0.916
H 3.117 2.556 0.205
H 2.427 2.761 1.822
H 2.351 4.082 0.662
H 1.793 1.384 -1.366
H -0.385 0.594 -2.178
H -2.887 1.205 -2.269
H -3.662 1.688 -0.741
H -2.928 0.390 1.311
H -4.092 -0.958 1.315
H -2.137 -1.570 2.665
H -2.187 -2.584 1.198
H -0.423 -0.232 1.343
H 1.394 -2.288 -1.826
H 3.647 -1.443 -2.425
H 4.960 -0.176 -0.764
H 4.023 0.256 1.475
H 1.770 -0.542 2.048
H -2.329 2.751 0.951
H -0.150 3.494 1.790


Computed highest occupied orbital energy (eV) in order:
-8.0; -8.1; -8.5